No. 1
Density functional theory data (the ωB97M-V functional and the def2-TZVPD basis) for a structure of composition C4H10BrLiO2 in a non-equilibrium geometry.

ORCA input file:
```
! RIJCOSX wB97M-V def2-TZVPD def2/J DEFGRID3
* xyz 0 1
Li 2.475 -1.188 -2.764
Br 1.544 -0.927 -1.353
C 0.446 -1.786 2.286
O 0.365 -0.802 1.189
C -0.902 -0.581 0.565
C -0.760 0.404 -0.613
O 0.189 1.431 -0.380
C 0.029 2.515 -1.262
H -0.221 -1.665 3.140
H 1.457 -1.826 2.693
H 0.347 -2.746 1.779
H -1.601 -0.290 1.350
H -1.356 -1.490 0.172
H -1.762 0.773 -0.833
H -0.407 -0.224 -1.432
H -0.854 3.151 -1.199
H 0.108 2.112 -2.272
H 0.902 3.138 -1.065
*
```

orbital gap = 7.88 eV
LUMO energy = -0.503 eV
E = -78649.72151 eV
HOMO energy = -8.380 eV
energy above the lowest of the compared OMol25 structures with the same formula, charge and spin = 70.0 kcal/mol

=====

No. 2
Density functional theory data (the ωB97M-V functional and the def2-TZVPD basis) for the ion C4H10BrN2 with charge +1 in a non-equilibrium geometry.

ORCA input file:
```
! RIJCOSX wB97M-V def2-TZVPD def2/J DEFGRID3
* xyz 1 1
H -2.111 -1.517 2.187
N -1.522 -1.310 1.417
C -0.413 -0.753 1.716
C 0.564 -0.531 0.549
Br 2.430 -0.151 1.290
C 0.133 0.566 -0.239
C -1.106 0.251 -1.069
N 1.238 0.925 -1.260
H -0.082 -0.739 2.737
H 0.825 -1.534 0.164
H -0.031 1.431 0.379
H -0.851 -0.331 -1.967
H -1.579 -0.385 -0.297
H -1.625 1.177 -1.454
H 1.055 1.837 -1.652
H 1.026 0.041 -1.795
H 2.048 1.024 -0.704
*
```

orbital gap = 10.80 eV
LUMO energy = -3.563 eV
SMILES string = [H]/N=C/[C@H](Br)[C@H](C)[NH3+]
E = -77324.53806 eV
HOMO energy = -14.365 eV
energy above the lowest of the compared OMol25 structures with the same formula, charge and spin = 44.1 kcal/mol

=====

No. 3
Density functional theory data (the ωB97M-V functional and the def2-TZVPD basis) for a structure of composition C4H10Cl in a non-equilibrium geometry.

ORCA input file:
```
! RIJCOSX wB97M-V def2-TZVPD def2/J DEFGRID3
* xyz 0 2
Cl -1.005 1.293 -2.020
H -0.238 1.207 -0.455
C 0.384 0.535 0.298
H 1.422 0.625 -0.048
C 0.322 0.982 1.735
C -0.187 -0.875 0.050
C -0.168 -1.134 -1.447
H 0.803 1.951 1.883
H -0.696 1.034 2.119
H 0.861 0.257 2.350
H 0.355 -1.638 0.625
H -1.227 -0.870 0.407
H -0.782 -1.996 -1.718
H -0.695 -0.235 -1.935
H 0.851 -1.137 -1.845
*
```

orbital gap (spin up / spin down) = 10.59 / 6.91 eV
LUMO energy (spin up / spin down) = 1.138 / -2.558 eV
<S²> = 0.754
E = -16829.78864 eV
HOMO energy (spin up / spin down) = -9.448 / -9.464 eV
energy above the lowest of the compared OMol25 structures with the same formula, charge and spin = 35.7 kcal/mol

=====

No. 4
Density functional theory data (the ωB97M-V functional and the def2-TZVPD basis) for a structure of composition C4H10ClCuN2O6 in a non-equilibrium geometry.

ORCA input file:
```
! RIJCOSX wB97M-V def2-TZVPD def2/J DEFGRID3
* xyz -1 2
Cu 36.010 5.086 21.037
Cl 37.928 6.830 22.518
O 34.786 3.029 21.777
C 35.640 2.073 21.168
C 37.244 2.321 21.118
O 37.868 3.490 20.488
H 35.347 1.969 20.123
H 35.514 1.047 21.515
H 37.617 1.573 20.419
H 37.665 2.123 22.104
C 34.018 3.951 16.999
N 34.696 4.661 18.092
O 35.873 5.112 17.939
O 34.121 4.791 19.138
H 34.739 3.398 16.397
H 33.454 4.622 16.352
H 33.277 3.281 17.435
C 33.741 9.209 20.724
N 33.795 7.733 20.396
O 34.844 7.187 20.471
O 32.793 7.228 20.036
H 32.918 9.632 20.148
H 34.707 9.588 20.390
H 33.624 9.137 21.805
*
```

orbital gap (spin up / spin down) = 6.47 / 5.96 eV
LUMO energy (spin up / spin down) = 2.517 / 2.039 eV
<S²> = 0.756
E = -76729.05367 eV
HOMO energy (spin up / spin down) = -3.950 / -3.921 eV

=====

No. 5
Density functional theory data (the ωB97M-V functional and the def2-TZVPD basis) for an isolated molecule of C4H10ClN in a non-equilibrium geometry.

ORCA input file:
```
! RIJCOSX wB97M-V def2-TZVPD def2/J DEFGRID3
* xyz 0 1
C -1.340 0.687 0.238
C -0.253 -0.323 0.007
C -0.589 -1.221 -1.154
Cl -0.237 -1.422 1.478
C 1.167 0.253 -0.067
N 1.457 1.126 1.053
H -1.012 1.369 1.130
H -2.237 0.209 0.575
H -1.715 1.265 -0.633
H -1.386 -1.962 -0.963
H -0.822 -0.568 -2.052
H 0.282 -1.845 -1.423
H 1.816 -0.661 -0.215
H 1.197 0.959 -0.940
H 2.445 1.420 1.035
H 1.227 0.715 1.932
*
```

orbital gap = 10.32 eV
LUMO energy = 0.909 eV
SMILES string = CC(C)(Cl)CN
E = -18322.73483 eV
HOMO energy = -9.414 eV
energy above the lowest of the compared OMol25 structures with the same formula, charge and spin = 7.1 kcal/mol

=====

No. 6
Density functional theory data (the ωB97M-V functional and the def2-TZVPD basis) for a cluster of 2 separate species, C4H10ClN2 in total in a non-equilibrium geometry.

ORCA input file:
```
! RIJCOSX wB97M-V def2-TZVPD def2/J DEFGRID3
* xyz 1 1
C 0.852 -0.287 0.335
C -1.878 0.412 -0.029
C -1.372 -1.946 0.017
C 2.469 1.483 -0.141
N -1.204 -0.664 0.588
N 1.153 0.934 0.101
Cl 1.857 -1.566 0.471
H -1.732 0.508 -1.113
H -2.940 0.219 0.135
H -1.660 1.344 0.493
H -0.624 -2.630 0.414
H -2.335 -2.316 0.381
H -1.382 -1.973 -1.077
H 3.230 0.877 0.347
H 2.515 2.502 0.235
H 2.670 1.503 -1.214
H 0.381 1.601 0.057
*
```

orbital gap (spin up / spin down) = 9.22 / 9.22 eV
LUMO energy (spin up / spin down) = -4.539 / -4.539 eV
E = -19802.87334 eV
HOMO energy (spin up / spin down) = -13.761 / -13.761 eV
energy above the lowest of the compared OMol25 structures with the same formula, charge and spin = 79.9 kcal/mol

=====

No. 7
Density functional theory data (the ωB97M-V functional and the def2-TZVPD basis) for a cluster of 2 separate species, C4H10ClN4O2 in total in a non-equilibrium geometry.

ORCA input file:
```
! RIJCOSX wB97M-V def2-TZVPD def2/J DEFGRID3
* xyz 1 1
C -1.815 -1.585 0.768
C 1.523 1.243 -1.771
C 2.203 1.306 -0.447
C 1.483 0.549 0.706
N -3.399 -3.250 0.842
N -2.632 -2.525 1.375
N -0.671 -1.291 1.194
N -0.675 1.152 0.110
O -2.210 -1.101 -0.387
O 0.351 1.381 0.995
Cl -2.032 2.115 0.610
H 0.566 1.610 -1.857
H 2.001 2.017 -2.512
H 1.527 0.265 -2.309
H 2.536 2.331 -0.176
H 3.263 1.008 -0.399
H 1.269 -0.375 0.148
H 2.029 0.429 1.709
H -3.512 -3.284 -0.158
H -0.271 -1.627 2.062
H -1.532 -0.368 -0.505
*
```

orbital gap (spin up / spin down) = 4.37 / 4.37 eV
LUMO energy (spin up / spin down) = -8.062 / -8.063 eV
E = -26872.59062 eV
HOMO energy (spin up / spin down) = -12.430 / -12.429 eV
energy above the lowest of the compared OMol25 structures with the same formula, charge and spin = 10.0 kcal/mol

=====

No. 8
Density functional theory data (the ωB97M-V functional and the def2-TZVPD basis) for a cluster of 2 separate species, C4H10ClNO2P in total.

ORCA input file:
```
! RIJCOSX wB97M-V def2-TZVPD def2/J DEFGRID3
* xyz 1 1
O 2.806 -1.313 0.997
P 2.798 0.082 0.165
Cl 2.305 1.457 1.618
C 1.070 -0.273 -0.475
C -0.100 -0.454 0.495
C -0.795 0.916 0.558
C -0.351 1.544 -0.711
N 0.598 0.892 -1.267
H 3.683 -1.604 1.278
H 1.227 -1.135 -1.126
H 0.204 -0.845 1.462
H -0.819 -1.132 0.033
H -0.498 1.567 1.387
H -1.882 0.827 0.583
H -0.724 2.461 -1.154
H 1.043 1.192 -2.129
O -3.150 -1.444 -0.446
H -3.950 -1.866 -0.112
H -3.464 -0.872 -1.155
*
```

orbital gap = 8.99 eV
LUMO energy = -4.318 eV
E = -31701.24900 eV
HOMO energy = -13.303 eV
energy above the lowest of the compared OMol25 structures with the same formula, charge and spin = 0.0 kcal/mol